Entry 1:
C4H10N2O2 | ωB97M-V with the def2-TZVPD basis set

Values from the calculation:
ΔE to the lowest compared entry with this formula, charge and spin = 62.4 kcal/mol
orbital gap = 9.617 eV
LUMO level = 0.65 eV
HOMO = -8.97 eV

```
! wB97M-V def2-TZVPD RIJCOSX def2/J DEFGRID3
* xyz 0 1
H 1.47 0.15 -0.09
O 2.40 0.20 0.68
N 0.27 -0.03 -0.54
H 3.00 -0.39 0.24
C -0.86 0.83 -0.80
C -0.27 -1.21 -0.14
C -2.07 0.06 -0.55
N -1.64 -1.12 -0.06
H -2.16 -1.80 0.48
H 0.30 -2.08 0.17
H -3.12 0.24 -0.81
C -0.44 2.11 -1.40
H 0.02 2.73 -0.59
H 0.11 1.95 -2.38
H -1.35 2.60 -1.75
O 1.35 -1.71 2.34
H 1.88 -1.07 1.87
H 1.09 -1.43 3.32
*
```

Entry 2:
C8H17CuO7 | ωB97M-V with the def2-TZVPD basis set

Values from the calculation:
ΔE to the lowest compared entry with this formula, charge and spin = 97.5 kcal/mol
orbital gap = 3.136 eV
LUMO level = -3.09 eV
HOMO = -6.23 eV

```
! wB97M-V def2-TZVPD RIJCOSX def2/J DEFGRID3
* xyz 0 1
Cu 1.87 -0.43 2.83
C 5.48 4.50 2.60
C 6.12 3.17 2.42
O 5.71 2.26 3.46
H 5.26 5.00 1.65
H 6.00 5.27 3.17
H 4.47 4.43 2.99
H 7.20 3.29 2.28
H 5.79 2.84 1.43
C -0.84 4.36 -2.11
O -2.19 4.30 -1.52
C -2.53 3.36 -0.68
O -1.67 2.64 -0.17
O -3.84 3.41 -0.23
C -4.71 4.40 -0.73
H -0.14 4.89 -1.46
H -0.83 4.84 -3.09
H -0.44 3.37 -2.33
H -5.73 4.10 -0.47
H -4.79 4.40 -1.82
H -4.51 5.42 -0.42
C -0.30 -8.49 -0.25
O 0.06 -7.12 0.11
C -0.65 -5.99 -0.27
O -0.31 -4.83 -0.06
O -1.74 -6.38 -0.89
C -2.67 -5.32 -1.25
H 0.43 -9.22 0.08
H -0.35 -8.40 -1.34
H -1.23 -8.87 0.16
H -3.30 -4.98 -0.44
H -3.39 -5.81 -1.91
H -2.21 -4.44 -1.72
*
```

Entry 3:
C28H38N4OP2V | ωB97M-V with the def2-TZVPD basis set

Values from the calculation:
orbital gap (spin up / spin down) = 6.941 / 7.551 eV
LUMO level (spin up / spin down) = 0.36 / 0.06 eV
HOMO (spin up / spin down) = -6.58 / -7.49 eV

```
! wB97M-V def2-TZVPD RIJCOSX def2/J DEFGRID3
* xyz 0 4
V -0.05 -0.25 -0.75
C -1.38 1.65 -0.94
C -1.56 0.76 -2.00
C -0.83 0.71 -3.31
C 0.39 -0.22 -3.40
C 1.47 0.04 -2.41
C 1.56 1.10 -1.50
C 0.94 2.45 -1.64
C -0.30 2.66 -0.74
C 1.54 -1.57 -0.19
H -2.23 1.72 -0.25
H -2.48 0.16 -2.00
H -0.56 1.71 -3.67
H -1.57 0.30 -4.01
H 0.04 -1.26 -3.28
H 0.79 -0.19 -4.43
H 2.29 -0.68 -2.44
H 2.36 1.03 -0.75
H 0.69 2.69 -2.69
H 1.68 3.21 -1.33
H 0.00 2.66 0.33
H -0.69 3.68 -0.89
H 1.59 -1.70 0.91
H 2.54 -1.39 -0.62
H 1.07 -2.45 -0.66
P 1.45 -1.06 -7.88
P -1.97 -0.68 -7.54
N 2.85 0.01 -8.04
N 2.12 -2.35 -8.95
N -2.15 1.06 -7.47
N -3.61 -1.00 -8.15
C 0.40 -0.23 -9.16
C -1.08 -0.69 -9.17
C 3.50 0.56 -6.92
C 4.58 1.32 -7.36
C 4.60 1.25 -8.79
C 3.50 0.48 -9.18
C 2.22 -3.69 -8.56
C 2.70 -4.45 -9.62
C 2.92 -3.55 -10.71
C 2.51 -2.29 -10.30
C -1.85 1.75 -6.29
C -1.92 3.11 -6.53
C -2.26 3.29 -7.90
C -2.34 2.02 -8.47
C -4.42 -0.30 -9.05
C -5.51 -1.09 -9.40
C -5.37 -2.34 -8.70
C -4.21 -2.26 -7.95
H 0.82 -0.43 -10.16
H 0.48 0.85 -8.99
H -1.62 -0.09 -9.91
H -1.14 -1.74 -9.51
H 3.12 0.35 -5.93
H 5.26 1.88 -6.74
H 5.33 1.70 -9.45
H 3.14 0.25 -10.17
H 1.92 -3.97 -7.56
H 2.87 -5.52 -9.62
H 3.34 -3.79 -11.68
H 2.43 -1.38 -10.87
H -1.61 1.19 -5.42
H -1.72 3.88 -5.79
H -2.44 4.22 -8.41
H -2.49 1.73 -9.50
H -4.18 0.70 -9.37
H -6.30 -0.83 -10.09
H -6.05 -3.18 -8.74
H -3.73 -2.98 -7.29
C -0.26 0.32 2.07
O -0.71 -0.31 0.89
H 0.79 0.67 1.97
H -0.35 -0.41 2.90
H -0.89 1.19 2.30
*
```

Entry 4:
C43H41Cl4FO12 | ωB97M-V with the def2-TZVPD basis set

Values from the calculation:
ΔE to the lowest compared entry with this formula, charge and spin = 17.2 kcal/mol
orbital gap = 7.975 eV
LUMO level = -0.02 eV
structure (SMILES) = ClC(Cl)(Cl)Cl.Oc1ccc(O)cc1.Oc1ccc(O)cc1.Oc1ccc(O)cc1.Oc1ccc(O)cc1.Oc1ccc(O)cc1.Oc1ccc(O)cc1.Fc1ccccc1
HOMO = -8.00 eV

```
! wB97M-V def2-TZVPD RIJCOSX def2/J DEFGRID3
* xyz 0 1
Cl -0.78 2.11 2.34
C -0.19 1.34 0.88
Cl -0.17 -0.44 1.10
Cl -1.14 1.78 -0.56
Cl 1.42 1.99 0.52
O 4.97 9.37 -4.22
C 5.33 8.75 -3.06
C 6.23 9.41 -2.28
C 6.60 8.83 -1.07
C 6.10 7.61 -0.68
O 6.32 7.06 0.57
C 5.31 6.91 -1.52
C 4.85 7.47 -2.71
H 4.65 8.67 -4.79
H 6.53 10.42 -2.54
H 7.36 9.37 -0.51
H 7.00 7.65 0.91
H 4.96 5.94 -1.19
H 4.03 7.13 -3.32
O -6.73 -1.04 1.33
C -7.62 0.02 1.22
C -8.88 -0.07 1.83
C -9.81 0.95 1.65
C -9.45 2.04 0.89
O -10.39 2.99 0.69
C -8.18 2.19 0.38
C -7.27 1.16 0.53
H -6.02 -0.99 0.68
H -8.97 -0.88 2.54
H -10.82 0.82 2.00
H -10.13 3.68 0.07
H -7.95 2.99 -0.31
H -6.32 1.17 0.01
O -0.36 10.50 -1.87
C 0.22 9.70 -0.86
C -0.27 8.43 -0.45
C 0.44 7.66 0.45
C 1.63 8.12 1.06
O 2.41 7.33 1.87
C 2.05 9.42 0.76
C 1.35 10.18 -0.19
H 0.39 10.94 -2.27
H -1.19 8.05 -0.87
H 0.09 6.70 0.81
H 3.33 7.51 1.65
H 2.87 9.92 1.25
H 1.74 11.09 -0.61
O 3.92 -1.58 -4.77
C 2.67 -2.05 -4.99
C 1.62 -1.28 -4.59
C 0.34 -1.81 -4.63
C 0.09 -2.99 -5.30
O -1.20 -3.46 -5.37
C 1.15 -3.76 -5.78
C 2.40 -3.30 -5.62
H 4.64 -2.18 -4.97
H 1.81 -0.28 -4.24
H -0.56 -1.26 -4.39
H -1.32 -4.37 -5.65
H 1.07 -4.66 -6.37
H 3.24 -3.91 -5.93
O 6.57 -3.82 -0.04
C 5.35 -4.33 -0.28
C 5.18 -5.34 -1.23
C 3.87 -5.82 -1.51
C 2.81 -5.41 -0.73
O 1.52 -5.93 -0.88
C 3.07 -4.59 0.39
C 4.35 -4.02 0.59
H 7.19 -4.54 0.07
H 6.03 -5.68 -1.81
H 3.79 -6.52 -2.33
H 0.91 -5.61 -0.21
H 2.32 -4.42 1.15
H 4.51 -3.47 1.50
O -3.48 -4.28 -0.49
C -3.46 -5.56 0.02
C -3.62 -6.62 -0.87
C -3.62 -7.86 -0.28
C -3.37 -8.02 1.04
O -3.26 -9.29 1.68
C -3.15 -6.96 1.86
C -3.19 -5.71 1.40
H -3.06 -4.22 -1.35
H -3.46 -6.46 -1.93
H -3.68 -8.73 -0.93
H -3.04 -9.37 2.61
H -2.62 -7.18 2.77
H -2.81 -4.87 1.95
F -1.34 -7.12 8.20
C -1.00 -6.06 7.40
C -1.92 -5.07 7.02
C -1.48 -4.02 6.22
C -0.19 -3.98 5.71
C 0.74 -4.93 6.08
C 0.32 -6.01 6.90
H -2.96 -5.09 7.30
H -2.14 -3.26 5.82
H 0.13 -3.23 5.00
H 1.68 -4.94 5.55
H 1.08 -6.73 7.16
*
```

What did we get for maximum force? Answer: 4.66; 3.81; 2.95; 3.73 eV/Å, in the order shown.